No. 1
{"formula": "C40H32AsClN3OTi", "method": "ωB97M-V/def2-TZVPD", "elements": ["Ti", "C", "C", "C", "C", "N", "C", "C", "C", "C", "C", "C", "N", "C", "C", "C", "C", "C", "N", "H", "H", "H", "H", "H", "H", "H", "H", "H", "H", "H", "O", "As", "C", "C", "C", "C", "C", "C", "C", "C", "C", "C", "C", "C", "C", "C", "C", "C", "C", "C", "H", "H", "H", "H", "H", "H", "H", "H", "H", "H", "H", "H", "H", "H", "H", "Cl", "C", "C", "C", "C", "C", "C", "C", "H", "H", "H", "H", "H", "H"], "xyz": [[0.45178, 0.11304, 0.36208], [-0.99426, 3.97792, -0.45612], [-1.01123, 4.52197, 0.84041], [-0.81085, 3.68893, 1.91243], [-0.57910, 2.32680, 1.70386], [-0.51179, 1.80745, 0.42509], [-0.74452, 2.64394, -0.61517], [-0.43825, 1.31500, 2.72318], [-0.63407, 1.42013, 4.08832], [-0.61050, 0.25281, 4.85988], [-0.53628, -0.99309, 4.24985], [-0.38524, -1.05923, 2.86901], [-0.18411, 0.09526, 2.16122], [-0.52932, -2.20036, 2.01318], [-0.84754, -3.49827, 2.44567], [-1.10602, -4.47971, 1.52420], [-1.08198, -4.15400, 0.15954], [-0.75462, -2.86894, -0.19949], [-0.44125, -1.90245, 0.67504], [-1.17026, 4.60456, -1.31859], [-1.18933, 5.57780, 0.98788], [-0.83114, 4.07341, 2.92291], [-0.72012, 2.19160, -1.59924], [-0.82927, 2.37795, 4.54939], [-0.72077, 0.32104, 5.93303], [-0.61125, -1.90042, 4.83254], [-0.91827, -3.70473, 3.50451], [-1.34769, -5.48562, 1.83956], [-1.32814, -4.88660, -0.59545], [-0.74894, -2.58586, -1.24538], [0.52367, -0.29734, -1.46343], [1.53466, -0.97422, -2.61720], [2.97949, -2.07795, -1.99099], [2.67247, -3.22509, -1.26585], [3.68233, -4.11239, -0.93443], [4.98456, -3.86687, -1.34865], [5.28268, -2.72518, -2.07917], [4.28391, -1.82084, -2.39653], [2.16601, 0.44152, -3.75479], [2.21693, 1.74284, -3.27256], [2.65926, 2.75941, -4.10484], [3.02742, 2.47397, -5.41242], [2.95062, 1.17455, -5.89662], [2.52413, 0.15030, -5.06735], [0.48947, -2.15332, -3.72641], [1.08054, -3.26066, -4.32473], [0.31690, -4.08038, -5.14159], [-1.02567, -3.79547, -5.34987], [-1.61466, -2.69284, -4.74446], [-0.85503, -1.86457, -3.93428], [1.64928, -3.43176, -0.97873], [3.44845, -4.99999, -0.36131], [5.76947, -4.56970, -1.10158], [6.29773, -2.53871, -2.40235], [4.50642, -0.93349, -2.97759], [1.91026, 1.94952, -2.25368], [2.71976, 3.77295, -3.73121], [3.37597, 3.26739, -6.06005], [3.22016, 0.95623, -6.92120], [2.46504, -0.86869, -5.43207], [2.12805, -3.47578, -4.14664], [0.76988, -4.94559, -5.60668], [-1.61577, -4.43910, -5.98875], [-2.66372, -2.48195, -4.90215], [-1.29749, -0.99876, -3.45449], [2.42209, -1.28440, 1.62566], [3.81056, -0.40912, 1.02442], [5.08747, -0.89035, 1.21968], [6.15172, -0.19472, 0.66195], [5.90802, 0.93166, -0.10909], [4.61670, 1.42032, -0.25030], [3.53363, 0.79217, 0.36826], [2.18250, 1.39121, 0.49060], [5.25066, -1.79804, 1.78515], [7.16346, -0.53620, 0.83674], [6.73344, 1.46375, -0.56504], [4.43971, 2.33971, -0.79628], [2.12993, 2.31275, -0.09643], [2.08039, 1.67936, 1.54959]], "forces_ev_per_a": [[1.2, -1.2, -0.5], [0.0, -0.1, 0.0], [0.0, -0.2, 0.2], [-0.1, 0.4, -0.1], [-0.2, -0.4, 0.0], [-0.6, 1.6, 0.5], [-0.1, 0.3, -0.2], [-0.1, 0.5, -0.1], [0.1, -0.3, 0.1], [0.0, 0.5, 0.2], [0.1, -0.2, -0.7], [-0.2, 0.1, 0.8], [-0.6, -0.2, 1.1], [-0.2, -0.3, -0.4], [0.1, 0.1, 0.1], [0.0, 0.0, -0.1], [0.0, 0.0, 0.1], [0.1, -0.2, -0.3], [-0.3, 0.0, 0.9], [0.0, -0.1, 0.0], [0.0, 0.0, 0.0], [0.0, 0.0, 0.0], [0.1, 0.0, 0.0], [0.0, 0.0, 0.0], [0.0, 0.0, 0.0], [-0.1, 0.0, 0.0], [0.1, 0.0, 0.0], [0.0, 0.0, 0.0], [0.0, 0.0, 0.0], [0.0, 0.1, 0.0], [-0.1, -0.4, -1.2], [0.5, -0.4, -1.2], [-0.2, 0.2, 0.1], [-0.1, 0.0, 0.0], [0.0, 0.0, 0.0], [0.0, 0.1, 0.0], [0.1, -0.1, 0.0], [-0.2, 0.2, -0.1], [-0.1, -0.1, 0.2], [0.0, -0.1, 0.2], [0.0, 0.0, 0.0], [0.0, 0.0, 0.0], [0.0, 0.0, 0.0], [0.0, -0.1, 0.1], [0.0, 0.2, 0.2], [0.1, 0.1, 0.1], [0.0, 0.0, 0.0], [0.0, 0.0, 0.0], [0.0, 0.0, 0.0], [0.0, 0.1, 0.1], [0.0, 0.0, 0.1], [0.0, 0.0, 0.0], [0.0, 0.0, 0.0], [0.0, 0.0, 0.0], [0.1, 0.0, 0.1], [0.0, 0.0, 0.0], [0.0, 0.0, 0.0], [0.0, 0.0, 0.0], [0.0, 0.0, 0.0], [0.0, 0.0, -0.1], [0.0, -0.1, 0.0], [0.0, 0.0, 0.0], [0.0, 0.0, 0.0], [0.0, 0.0, 0.0], [-0.1, 0.0, 0.0], [0.3, -0.3, 0.1], [0.2, 0.3, -0.3], [0.0, -0.2, 0.0], [0.0, -0.1, 0.0], [0.0, 0.1, 0.0], [0.0, -0.1, 0.0], [0.1, 0.0, 0.2], [0.2, 0.1, 0.0], [0.0, 0.0, 0.0], [0.0, 0.0, -0.1], [0.0, 0.0, 0.0], [0.0, 0.0, 0.0], [-0.1, 0.0, 0.1], [-0.1, 0.2, 0.0]], "homo_ev": [-8.6, -7.8], "de_lowest_kj_mol": 31.4, "e_tot_ha": -5328.275747, "homo_lumo_gap_ha": [0.2210, 0.1866], "charge": 1}

***

No. 2
{"formula": "C40H32BF9N2O", "method": "ωB97M-V/def2-TZVPD", "elements": ["F", "C", "C", "C", "F", "C", "B", "C", "C", "F", "C", "C", "F", "C", "C", "F", "C", "C", "F", "C", "C", "F", "C", "C", "F", "H", "C", "F", "C", "H", "H", "H", "H", "H", "H", "C", "N", "C", "O", "C", "C", "C", "C", "C", "C", "C", "C", "N", "C", "C", "C", "C", "C", "C", "C", "C", "C", "C", "C", "C", "H", "H", "H", "H", "H", "H", "H", "H", "H", "H", "H", "H", "H", "H", "H", "H", "H", "H", "H", "H", "H", "H", "H", "H", "H"], "xyz": [[-2.90528, 5.77237, -5.91735], [-2.54803, 5.25202, -4.70001], [-2.33131, 6.11585, -3.63119], [-2.06894, 5.54957, -2.38296], [-1.87143, 6.46013, -1.37285], [-1.99566, 4.16597, -2.14890], [-1.83194, 3.44408, -0.70298], [-1.96579, 4.51016, 0.53078], [-0.86368, 4.97216, 1.24429], [0.39506, 4.81580, 0.68703], [-0.93692, 5.81176, 2.35445], [-2.17298, 6.36719, 2.66069], [-2.27583, 7.33239, 3.64148], [-3.31814, 6.03414, 1.92832], [-3.17351, 5.12726, 0.87780], [-4.28690, 4.97170, 0.08805], [-3.09131, 2.42860, -0.48704], [-3.05090, 1.45998, 0.52015], [-1.95951, 1.42679, 1.36087], [-4.08070, 0.55268, 0.77255], [-5.25531, 0.67742, 0.03558], [-6.29099, -0.20960, 0.23689], [-5.40242, 1.67603, -0.92140], [-4.32056, 2.51211, -1.16018], [-4.60471, 3.49029, -2.08821], [-0.72429, 2.81135, -0.62674], [-2.16222, 3.37938, -3.29662], [-2.11508, 2.01524, -3.16940], [-2.41495, 3.87241, -4.56892], [-2.34878, 7.19570, -3.75087], [-0.03639, 6.10757, 2.87678], [-4.28265, 6.48655, 2.10402], [-3.96988, -0.22060, 1.52147], [-6.31638, 1.81867, -1.49563], [-2.50938, 3.20379, -5.41542], [4.25665, -6.02745, 0.40079], [3.26775, -5.00608, 0.13985], [2.13252, -5.29427, -0.55633], [1.87445, -6.37060, -1.09338], [1.28244, -4.03821, -0.59895], [-0.03030, -4.16919, 0.17568], [-0.97627, -5.13244, -0.49731], [-1.47586, -6.22320, 0.22284], [-2.19921, -7.21174, -0.44953], [-2.47134, -7.06601, -1.81660], [-2.06340, -5.91684, -2.50686], [-1.31736, -4.93783, -1.84323], [2.16975, -3.03827, 0.01559], [1.72792, -1.77714, 0.09403], [2.40693, -0.74879, 0.71427], [1.99989, 0.59085, 0.79204], [2.83486, 1.53645, 1.50666], [2.49005, 2.90692, 1.67730], [3.31450, 3.80035, 2.36240], [4.52907, 3.36661, 2.92187], [4.88975, 2.02373, 2.78421], [4.07459, 1.13128, 2.08960], [3.40027, -3.62775, 0.59422], [3.44148, -3.57713, 2.13133], [4.69216, -3.00442, 0.04348], [3.92464, -6.96078, -0.06603], [5.22274, -5.73249, -0.02505], [4.37036, -6.18708, 1.48093], [1.07686, -3.77724, -1.66125], [0.19338, -4.50467, 1.20371], [-0.49918, -3.17311, 0.24179], [-1.24578, -6.30374, 1.29063], [-2.53358, -8.10039, 0.09887], [-3.01056, -7.85658, -2.34776], [-2.30627, -5.78521, -3.56809], [-0.96797, -4.04024, -2.36904], [0.76738, -1.55348, -0.36304], [3.32133, -1.07099, 1.19307], [1.05336, 0.87697, 0.33060], [1.55808, 3.24393, 1.24668], [3.03408, 4.85268, 2.46760], [5.19088, 4.05725, 3.46453], [5.82441, 1.64131, 3.20598], [4.42337, 0.10376, 1.99751], [2.57719, -4.10274, 2.56126], [4.36477, -4.07290, 2.46311], [3.45493, -2.54502, 2.50124], [4.72180, -3.10163, -1.05005], [4.77357, -1.94603, 0.31195], [5.54662, -3.53736, 0.48233]], "forces_ev_per_a": [[0.4, -0.3, 0.7], [0.1, 0.0, 0.2], [-0.1, -0.2, -0.2], [0.2, -0.4, -0.4], [-0.1, -0.7, -0.6], [0.3, 0.3, -0.2], [0.2, 0.0, 0.1], [0.3, 0.2, -0.4], [-0.7, 0.7, -0.3], [-0.7, -0.4, 0.7], [0.1, 0.4, -0.1], [-0.5, -0.1, -0.2], [0.2, -1.0, -0.6], [0.6, -0.1, 0.0], [0.1, 0.4, 0.4], [0.9, -0.1, 0.7], [0.0, 0.0, 0.1], [-0.6, 0.3, -0.4], [-0.5, -0.3, -0.6], [-0.1, -0.1, 0.0], [0.1, 0.0, -0.3], [0.8, 0.7, 0.0], [-0.1, -0.4, 0.1], [-0.4, -0.1, 0.2], [0.5, -0.8, 0.7], [-0.9, 0.4, -0.1], [0.2, 0.6, 0.0], [0.1, 0.6, -0.1], [-0.1, 0.2, 0.0], [-0.1, -0.2, 0.0], [-0.1, 0.1, 0.0], [0.1, 0.1, 0.1], [-0.1, 0.1, 0.0], [0.2, -0.2, 0.2], [-0.1, 0.1, 0.1], [0.4, 0.0, 0.2], [-0.5, -0.1, -0.2], [-0.1, -1.3, -1.0], [0.2, 1.6, 0.9], [0.0, -0.1, -0.6], [-0.3, 0.1, 0.3], [-0.2, 0.0, 0.0], [0.2, 0.0, -0.6], [0.0, 0.1, -0.1], [0.0, 0.0, 0.1], [0.1, 0.1, 0.1], [-0.1, -0.5, 0.2], [-1.2, 1.5, -0.1], [0.3, -1.0, -0.3], [0.3, 1.3, 0.5], [0.8, -1.6, 0.3], [0.9, 0.8, 0.7], [-0.1, -0.7, -0.2], [0.4, -0.1, 0.2], [-0.5, 0.0, -0.2], [-0.1, -0.5, -0.2], [-0.1, 0.3, 0.0], [0.6, -0.1, 0.4], [-0.3, 0.0, 0.0], [-0.1, 0.0, -0.3], [0.0, 0.3, 0.1], [-0.1, -0.2, 0.1], [0.0, 0.0, -0.2], [0.2, -0.1, 0.7], [-0.1, 0.2, -0.3], [0.2, -0.3, 0.0], [-0.1, -0.1, -0.4], [0.1, 0.4, -0.3], [0.2, 0.3, 0.2], [0.1, -0.1, 0.5], [-0.2, -0.4, 0.1], [0.1, -0.3, -0.1], [-0.2, 0.5, -0.1], [0.1, 0.3, 0.1], [0.0, 0.2, 0.0], [-0.1, -0.5, -0.1], [-0.4, -0.3, -0.3], [-0.3, 0.3, -0.1], [0.0, 0.4, 0.1], [0.2, 0.2, -0.1], [-0.3, 0.2, 0.0], [0.0, -0.3, 0.0], [0.0, 0.1, 0.3], [0.1, -0.3, -0.1], [-0.2, 0.2, -0.2]], "homo_ev": -7.5, "e_tot_ha": -2651.785717, "homo_lumo_gap_ha": 0.1699}